{
  "formula": "C21H58N13O9PS",
  "method": "ωB97M-V/def2-TZVPD",
  "symbols": ["H", "C", "H", "H", "H", "H", "C", "H", "H", "C", "H", "O", "O", "H", "H", "C", "H", "C", "H", "H", "N", "C", "H", "C", "H", "H", "C", "C", "H", "H", "H", "H", "H", "C", "H", "N", "N", "H", "H", "H", "C", "N", "H", "C", "O", "O", "H", "C", "N", "H", "S", "H", "H", "N", "H", "C", "C", "C", "H", "H", "H", "H", "H", "H", "H", "H", "H", "H", "H", "N", "H", "H", "C", "N", "H", "O", "H", "H", "N", "H", "H", "H", "H", "O", "N", "H", "O", "N", "O", "C", "O", "N", "C", "C", "H", "H", "N", "H", "H", "C", "H", "H", "P"],
  "coordinates": [[4.600, -5.846, -3.390], [0.885, 0.345, -1.016], [-5.975, 1.264, -3.068], [5.266, 0.385, -2.586], [-2.747, 1.395, 0.074], [1.337, 1.918, 4.670], [-4.520, -0.210, -2.462], [-6.335, 4.828, 2.647], [2.457, 2.865, 3.747], [3.125, 0.348, -2.362], [-8.836, -0.350, -5.363], [7.705, 0.963, -0.433], [-8.182, -0.107, -4.699], [2.651, 1.513, -0.586], [-2.563, -0.608, 4.887], [3.346, -4.188, -3.663], [-1.971, -0.685, -1.950], [-0.399, 0.797, -1.719], [5.922, -1.892, -2.896], [-0.530, 1.874, -1.579], [2.084, 1.971, 4.004], [-4.218, 0.337, -1.053], [11.281, 0.627, 6.095], [4.549, 0.208, -1.783], [7.055, 0.650, 2.668], [4.715, 0.985, -1.036], [7.893, 0.768, 0.757], [-2.854, 1.024, -0.953], [0.748, 0.437, 0.066], [-4.105, 4.358, 2.035], [-5.918, -0.165, -4.069], [13.477, 0.088, 5.448], [-7.276, 1.154, 0.546], [2.134, 1.132, -1.470], [1.020, -0.722, -1.223], [-7.186, 0.233, 0.952], [-4.746, 1.108, 3.275], [-4.167, -1.071, 4.439], [9.335, 0.322, 2.224], [3.212, 0.886, -3.310], [-7.646, -1.807, -0.386], [13.206, 0.221, 4.493], [-4.400, -1.293, -2.502], [-7.119, -0.380, -2.254], [3.105, -3.048, -3.314], [3.526, 0.945, 2.581], [-8.472, -2.366, -0.838], [11.945, 0.579, 4.107], [-6.643, 4.254, 1.885], [-1.439, -0.458, -0.296], [-10.234, -1.090, -2.765], [6.407, -2.746, -1.414], [-5.002, 1.046, -0.770], [2.072, -0.323, 3.766], [2.721, -0.636, -2.604], [-8.214, -0.685, 0.482], [-1.673, 0.075, -1.224], [-5.887, 0.177, -3.034], [1.779, 2.010, -2.019], [-4.242, -0.483, -0.328], [-2.812, 1.882, -1.631], [-8.729, -1.173, 1.319], [1.866, -4.320, -5.048], [-0.278, 0.603, -2.789], [-7.082, -2.504, 0.239], [-8.387, -3.134, -3.431], [4.934, -4.448, -2.425], [5.961, 1.032, 1.392], [4.056, -1.857, -1.339], [2.619, -4.831, -4.629], [-7.626, 4.134, 1.730], [-4.850, 2.010, 2.848], [-3.552, 0.844, 3.865], [4.372, -4.910, -3.117], [1.328, -0.400, 4.435], [-7.859, -2.467, -3.879], [6.984, -1.101, -1.721], [-8.983, -0.123, -0.053], [-3.433, -0.390, 4.441], [-5.517, 0.465, 3.238], [13.885, 0.090, 3.768], [-6.256, -0.116, 0.788], [2.434, -1.147, 3.324], [11.646, 0.739, 2.937], [6.896, 0.824, 1.695], [2.807, -5.766, -4.933], [-6.181, 2.902, 0.123], [9.127, 0.461, 1.255], [-2.635, 1.657, 3.879], [6.129, -1.771, -1.828], [-6.697, -1.355, -1.341], [-4.459, 3.800, 1.280], [-5.789, 3.617, 1.030], [4.888, -1.172, -1.161], [10.123, 1.050, 4.888], [9.888, 0.424, 0.605], [11.048, 0.751, 5.129], [-7.604, 0.459, -1.740], [-3.777, 0.199, -3.156], [2.622, 0.871, 3.396], [-3.808, 3.337, 0.671], [5.044, -1.067, -0.085], [-8.399, -1.027, -3.403]],
  "atomic_forces_ev_per_a": [[0.00, 0.00, -0.03], [-0.08, 0.01, -0.11], [-0.03, -0.01, 0.02], [0.05, 0.10, 0.05], [0.07, 0.21, -0.10], [-0.05, 0.04, -0.08], [0.05, 0.18, 0.06], [0.02, 0.02, -0.01], [-0.01, 0.02, -0.02], [0.11, 0.40, 0.02], [-0.19, 0.16, -0.20], [-0.14, 0.05, 0.09], [0.15, -0.27, 0.19], [0.06, -0.03, -0.04], [0.01, 0.01, -0.01], [0.14, 0.00, 0.00], [0.02, -0.01, 0.01], [-0.10, -0.35, 0.20], [0.08, -0.08, 0.03], [0.10, 0.03, -0.06], [0.10, -0.07, 0.05], [-0.01, -0.03, -0.14], [0.02, 0.01, 0.01], [-0.13, -0.39, 0.02], [-0.01, -0.03, 0.02], [0.08, 0.11, -0.11], [0.13, -0.13, 0.12], [-0.02, -0.37, 0.20], [-0.03, 0.02, 0.01], [0.02, 0.02, -0.01], [0.01, 0.01, 0.05], [-0.01, 0.01, 0.01], [0.29, -0.01, -0.05], [-0.23, -0.23, 0.04], [0.07, 0.02, 0.11], [-0.39, -0.07, 0.60], [-0.13, -0.05, 0.06], [-0.02, 0.01, -0.01], [0.10, 0.09, 0.04], [-0.04, -0.09, -0.02], [-0.10, 0.09, 0.33], [-0.02, -0.02, 0.00], [-0.03, 0.00, 0.04], [0.30, 0.71, -0.28], [-0.14, -0.01, -0.07], [0.10, 0.03, 0.00], [0.06, 0.04, -0.09], [0.10, 0.07, 0.00], [0.00, -0.04, -0.05], [-0.07, -0.04, -0.05], [0.39, -0.04, -0.12], [-0.03, 0.01, 0.03], [0.10, -0.04, 0.04], [-0.03, -0.08, 0.13], [0.03, -0.02, -0.02], [0.07, -0.06, 0.02], [0.14, 0.21, 0.00], [-0.02, -0.32, 0.01], [0.08, 0.04, 0.08], [-0.07, 0.02, 0.01], [-0.05, -0.02, -0.05], [0.02, 0.02, -0.05], [-0.01, 0.02, 0.00], [-0.02, 0.26, -0.03], [0.03, 0.06, -0.03], [-0.08, -0.32, -0.02], [0.02, 0.04, -0.02], [-0.04, -0.03, 0.05], [-0.05, 0.05, 0.19], [0.00, -0.01, 0.04], [-0.01, -0.02, 0.00], [0.01, -0.02, -0.12], [0.21, 0.19, -0.04], [-0.06, -0.03, 0.03], [0.04, -0.01, -0.11], [0.09, 0.32, 0.02], [0.00, -0.03, 0.02], [0.01, -0.09, -0.08], [-0.02, -0.08, 0.03], [-0.04, 0.02, -0.09], [0.00, 0.00, -0.02], [0.11, 0.07, -0.24], [-0.02, -0.02, -0.02], [-0.12, -0.08, 0.11], [-0.12, 0.11, -0.23], [0.02, -0.01, 0.00], [-0.21, 0.06, -0.21], [-0.07, -0.11, -0.15], [-0.07, -0.11, 0.05], [-0.10, 0.11, 0.03], [-0.02, -0.40, -0.19], [-0.07, -0.01, 0.02], [0.20, 0.11, 0.23], [0.04, 0.15, -0.25], [-0.01, 0.05, -0.01], [0.06, 0.07, 0.02], [0.01, -0.07, -0.04], [0.00, -0.08, 0.06], [-0.06, -0.03, -0.01], [-0.03, 0.11, -0.06], [0.02, -0.04, 0.00], [-0.02, -0.11, -0.01], [-0.48, 0.05, 0.13]],
  "lowdin_charge": [0.090, -0.213, 0.123, 0.101, 0.099, 0.092, -0.190, 0.096, 0.102, -0.190, 0.079, 0.017, -0.191, 0.095, 0.094, -0.669, 0.102, -0.212, 0.070, 0.103, 0.154, -0.210, 0.091, -0.197, 0.085, 0.090, -0.673, -0.219, 0.102, 0.105, 0.097, 0.091, 0.031, -0.190, 0.109, 0.026, 0.172, 0.091, 0.060, 0.099, -0.215, 0.150, 0.114, -0.402, 0.031, 0.014, 0.082, -0.674, 0.164, 0.109, 0.280, 0.057, 0.076, 0.151, 0.079, -0.258, -0.202, -0.147, 0.098, 0.110, 0.112, 0.106, 0.100, 0.115, 0.127, 0.061, 0.087, 0.079, 0.074, 0.147, 0.106, 0.062, -0.689, 0.158, 0.090, -0.182, 0.053, 0.090, 0.147, 0.082, 0.104, 0.044, 0.102, 0.024, 0.160, 0.088, 0.010, 0.152, -0.003, -0.126, -0.160, 0.169, -0.675, -0.250, 0.098, 0.098, 0.149, 0.118, 0.114, -0.685, 0.094, 0.090, 0.230],
  "homo_lumo_gap_ev": 9.3,
  "lumo_energy_ev": 0.440,
  "smiles": "CCCCCCCCCCCC[C@H](OCCN)P(O)(O)=S.NC(N)=O.NC(N)=O.NC(N)=O.NC(N)=O.NC(N)=O.NC(N)=O",
  "energy_ev": -80649.078,
  "total_charge": 0,
  "multiplicity": 1
}